{
  "formula": "C21H20BCl4F6N3O2",
  "method": "ωB97M-V/def2-TZVPD",
  "species": ["Cl", "B", "Cl", "Cl", "O", "C", "C", "C", "C", "C", "Cl", "C", "C", "H", "H", "H", "H", "H", "O", "C", "N", "C", "C", "C", "C", "C", "N", "N", "C", "C", "C", "C", "F", "F", "F", "C", "C", "C", "F", "F", "F", "C", "H", "H", "H", "H", "H", "H", "H", "H", "H", "H", "H", "H", "H", "H", "H"],
  "positions_angstrom": [[2.996865, 1.542611, 1.802541], [2.158189, -0.087411, 1.738811], [2.524098, -1.022865, 0.159986], [2.594889, -1.126848, 3.257013], [0.681387, 0.156529, 1.803823], [-0.158272, -0.808692, 1.782308], [-1.568010, -0.541741, 1.732583], [-2.459942, -1.636584, 1.722438], [-3.832225, -1.426105, 1.717505], [-4.329697, -0.111131, 1.696337], [-6.017645, 0.161199, 1.684899], [-3.449334, 0.985166, 1.683098], [-2.078207, 0.780080, 1.696466], [0.195840, -1.843896, 1.721285], [-2.033924, -2.639549, 1.717528], [-4.530890, -2.258620, 1.728697], [-3.853564, 1.993118, 1.665196], [-1.393166, 1.625406, 1.677431], [-2.736438, -2.602699, 6.084775], [-2.343259, -2.886021, 7.222328], [-1.025029, -2.819808, 7.577573], [-0.047963, -2.210171, 6.683255], [0.137121, -0.729011, 7.026513], [0.736624, -0.481726, 8.436479], [1.683169, 0.719808, 8.271569], [1.677460, 1.065894, 6.763577], [0.960562, -0.014879, 6.134012], [-3.161943, -3.304131, 8.275063], [-4.550126, -3.397186, 8.233966], [-5.264444, -3.612245, 9.433155], [-6.650001, -3.723976, 9.400622], [-7.423494, -3.905473, 10.688453], [-8.427368, -4.828441, 10.550209], [-6.629041, -4.321048, 11.721450], [-8.015344, -2.728190, 11.082700], [-7.349431, -3.639870, 8.194407], [-6.642606, -3.424438, 7.010039], [-7.399898, -3.341927, 5.702340], [-6.577182, -3.160852, 4.621599], [-8.120771, -4.486793, 5.470028], [-8.292358, -2.298473, 5.705999], [-5.260632, -3.284541, 7.025267], [-0.761315, -2.987381, 8.541831], [0.907720, -2.741212, 6.807004], [-0.405870, -2.324060, 5.653431], [-0.884448, -0.280342, 6.998551], [-0.076285, -0.289909, 9.144755], [1.304799, -1.360516, 8.767808], [1.343448, 1.568456, 8.870591], [2.693114, 0.441379, 8.588953], [1.176982, 2.042521, 6.618375], [2.695729, 1.153185, 6.360003], [0.779011, 0.002822, 5.139702], [-2.691525, -3.446883, 9.163341], [-4.726118, -3.680069, 10.377732], [-8.427658, -3.740974, 8.176917], [-4.717525, -3.080008, 6.111855]],
  "forces_ev_per_angstrom": [[-0.3, -0.3, -0.1], [1.4, -0.4, 0.2], [-0.2, 0.2, 0.5], [-0.2, 0.2, -0.5], [-1.9, -1.2, 0.0], [0.6, 1.4, -0.6], [-0.3, 0.1, 0.1], [0.1, 0.4, 0.1], [-0.1, 0.2, -0.1], [1.1, -0.3, 0.1], [-0.1, 0.0, 0.0], [0.1, -0.1, 0.0], [-0.2, -0.3, 0.1], [0.1, 0.2, 0.2], [-0.3, 0.1, 0.1], [0.2, 0.1, 0.0], [0.1, -0.2, 0.0], [-0.1, -0.2, 0.0], [0.4, -0.4, 1.4], [0.1, 0.4, -0.7], [-0.2, -0.1, -0.1], [0.4, 0.1, 0.2], [-1.5, 0.3, 0.4], [-0.2, -0.2, -0.5], [0.1, -0.1, -0.1], [-0.1, 0.5, 0.0], [1.4, -0.4, -0.4], [0.4, 0.1, -0.2], [-0.9, -0.1, 0.2], [0.3, 0.1, -0.5], [0.0, 0.0, -0.2], [-0.5, 0.0, 0.5], [0.9, 0.9, 0.2], [-0.7, 0.4, -0.9], [0.5, -1.1, -0.3], [0.1, 0.0, 0.0], [0.1, 0.0, 0.5], [-0.4, 0.1, -0.6], [-0.8, -0.2, 1.0], [0.6, 1.1, 0.2], [0.7, -1.0, -0.1], [0.0, -0.1, 0.0], [0.0, 0.1, -0.4], [-0.2, 0.1, -0.2], [0.1, -0.1, 0.3], [0.0, -0.4, 0.3], [0.3, -0.1, 0.0], [-0.2, 0.1, 0.0], [0.2, -0.1, -0.1], [-0.2, 0.2, 0.0], [0.1, -0.2, 0.0], [-0.2, 0.0, 0.1], [0.0, 0.0, 0.4], [-0.4, 0.0, -0.3], [-0.2, 0.0, -0.2], [0.0, 0.0, 0.0], [-0.1, -0.1, 0.2]],
  "spin_multiplicity": 1,
  "homo_ev": -8.21,
  "homo_lumo_gap_ev": 5.99
}



{
  "formula": "C30H62Cl8NO6S",
  "method": "ωB97M-V/def2-TZVPD",
  "species": ["C", "O", "C", "C", "C", "C", "C", "C", "C", "C", "C", "C", "C", "C", "C", "C", "C", "C", "C", "C", "C", "S", "O", "O", "O", "N", "C", "C", "O", "O", "H", "H", "H", "H", "H", "H", "H", "H", "H", "H", "H", "H", "H", "H", "H", "H", "H", "H", "H", "H", "H", "H", "H", "H", "H", "H", "H", "H", "H", "H", "H", "H", "H", "H", "H", "H", "H", "H", "H", "H", "H", "H", "H", "H", "H", "H", "Cl", "C", "C", "Cl", "H", "H", "H", "H", "Cl", "C", "C", "Cl", "H", "H", "H", "H", "Cl", "C", "C", "Cl", "H", "H", "H", "H", "Cl", "C", "C", "Cl", "H", "H", "H", "H"],
  "positions_angstrom": [[0.298272, -6.328131, -1.540310], [-0.908505, -5.837114, -0.962021], [-1.989046, -6.747000, -1.149753], [-3.269703, -6.316451, -0.336925], [-3.406176, -4.762735, -0.160556], [-2.545182, -4.326957, 1.118499], [-1.491424, -3.244522, 0.656503], [-2.121742, -1.798282, 0.857406], [-0.940720, -0.846253, 1.331388], [-1.489175, 0.638748, 1.284364], [-1.017938, 1.298901, -0.072081], [-0.152204, 2.588922, 0.277507], [0.314033, 3.206893, -1.099903], [-0.563358, 4.463323, -1.544254], [0.440007, 5.545184, -2.084847], [1.020167, 4.961265, -3.456789], [1.732061, 6.191396, -4.188253], [0.569315, 7.115420, -4.704496], [-0.003402, 6.436608, -6.025455], [-0.632832, 7.563543, -6.930967], [-1.962729, 7.097383, -7.598330], [-3.309214, 6.904153, -6.358102], [-3.179411, 7.888241, -5.240149], [-4.573836, 7.177385, -7.082692], [-3.388307, 5.339293, -5.792107], [-0.574367, 7.228805, -3.744270], [-0.169995, 6.979678, -2.315596], [-1.343077, 7.402457, -1.352887], [-2.636245, 7.407195, -1.992536], [-3.143373, 6.104040, -2.078436], [0.113988, -6.951021, -2.446202], [0.912926, -5.427819, -1.789520], [0.838129, -6.928052, -0.767148], [-1.678800, -7.740875, -0.750502], [-2.278552, -6.806225, -2.226504], [-4.137336, -6.743586, -0.906374], [-3.303794, -6.791263, 0.668534], [-3.049215, -4.262127, -1.088685], [-4.457344, -4.457583, 0.070490], [-3.180768, -3.994941, 1.964657], [-1.955472, -5.236289, 1.403393], [-1.236661, -3.348849, -0.421215], [-0.537115, -3.314277, 1.233039], [-2.523237, -1.428908, -0.116935], [-2.940887, -1.777353, 1.609596], [-0.616408, -1.158451, 2.349906], [-0.082770, -1.020579, 0.639028], [-1.045922, 1.223579, 2.124832], [-2.598209, 0.591059, 1.310404], [-1.845480, 1.643830, -0.732984], [-0.321066, 0.650203, -0.660728], [-0.716490, 3.321512, 0.899223], [0.755463, 2.278176, 0.854163], [0.382857, 2.443864, -1.914866], [1.372366, 3.553898, -0.939353], [-1.128324, 4.763259, -0.638237], [-1.288320, 4.186258, -2.349765], [1.287050, 5.629411, -1.369862], [0.152478, 4.595477, -4.064357], [1.743847, 4.142290, -3.257422], [2.349806, 6.668069, -3.385917], [2.377548, 5.793055, -4.995819], [1.016642, 8.085539, -5.007452], [-0.743514, 5.629615, -5.774954], [0.837236, 5.917018, -6.545974], [-0.857125, 8.429158, -6.262798], [0.130119, 7.844584, -7.696155], [-1.836803, 6.164445, -8.203637], [-2.286375, 7.907636, -8.296298], [-3.102066, 4.740884, -6.503584], [-1.368884, 6.651744, -4.034068], [-0.874009, 8.212437, -3.761603], [0.661738, 7.706308, -2.126365], [-1.374172, 6.853592, -0.390433], [-1.170008, 8.477397, -1.090945], [-3.207399, 5.859686, -3.018893], [-3.151364, -9.953653, 0.043680], [-2.597177, -10.623619, 1.597842], [-2.300524, -9.538256, 2.607316], [-0.870699, -8.574683, 2.157547], [-1.722291, -11.242677, 1.405846], [-3.395064, -11.266464, 1.969761], [-2.089187, -9.985767, 3.578514], [-3.143389, -8.857779, 2.721142], [2.648308, -2.675574, 2.631400], [3.525492, -1.642018, 1.473515], [3.627989, -0.207302, 1.942308], [2.042452, 0.609343, 1.942594], [3.017115, -1.712032, 0.512648], [4.524051, -2.065387, 1.364050], [4.274941, 0.355524, 1.268437], [4.045367, -0.139105, 2.950417], [5.513522, -0.908406, 8.053260], [4.517230, -2.095257, 7.174637], [5.072810, -2.404280, 5.804309], [4.937988, -1.015806, 4.693666], [3.501790, -1.705698, 7.116255], [4.501217, -3.003187, 7.777788], [4.511407, -3.223721, 5.354005], [6.120749, -2.695697, 5.853823], [3.789301, -5.838760, 7.861041], [4.312819, -6.526453, 9.420581], [4.634991, -5.455299, 10.437667], [6.098067, -4.535992, 10.005492], [5.170328, -7.170697, 9.233659], [3.492671, -7.145594, 9.783911], [4.824339, -5.913586, 11.408278], [3.813190, -4.749291, 10.548945]],
  "forces_ev_per_angstrom": [[0.3, 0.3, 0.5], [-0.2, -0.3, -0.6], [-0.7, -0.2, 1.0], [-0.3, 0.2, -0.6], [0.0, -0.4, 1.2], [1.4, -0.6, -2.0], [-1.3, 0.8, 0.9], [1.9, -0.2, -0.1], [-1.7, -0.1, -0.2], [1.2, -0.9, -1.0], [0.6, 1.4, 1.2], [0.1, -0.9, -1.5], [0.3, 0.8, 0.6], [1.1, -0.7, 0.2], [-0.9, -1.1, -1.0], [0.2, 1.6, 0.5], [-1.1, -1.2, 1.6], [1.7, -2.2, -2.3], [0.3, 0.7, 0.1], [-0.1, -1.0, 0.5], [1.2, 0.2, -0.2], [-4.9, 3.5, -0.6], [1.5, -3.3, -1.4], [3.0, -1.5, 1.0], [1.2, 1.8, -0.2], [0.8, 1.1, 0.7], [0.8, -0.4, 1.5], [-0.1, 0.7, -0.2], [1.0, 1.0, -0.1], [-0.1, -1.3, 0.5], [0.1, 0.5, 0.5], [-0.4, -0.8, 0.1], [-0.2, 0.2, -0.7], [-0.2, 0.4, -0.6], [0.4, 0.0, 0.5], [0.6, 0.4, 0.5], [0.2, 0.2, -0.6], [-0.3, -0.2, 0.7], [0.6, -0.4, -0.6], [0.5, -0.1, -0.5], [-0.6, 0.8, 0.1], [-0.1, -0.3, 0.8], [-0.8, 0.0, -0.3], [0.2, -0.2, 0.7], [0.5, -0.1, -0.5], [-0.2, 0.3, -0.6], [-0.5, 0.4, 0.6], [-0.7, -0.3, -0.5], [0.7, 0.3, 0.4], [0.4, -0.4, 0.4], [-0.8, 0.3, 0.5], [0.3, -0.5, -0.5], [-1.0, 0.3, -0.5], [-0.3, 0.5, 0.8], [-0.8, -0.1, -0.3], [0.3, 0.1, -0.8], [0.5, 0.2, 0.7], [-0.6, 0.2, -0.4], [0.9, 0.0, 0.4], [-0.7, 0.5, -0.2], [-0.3, -0.1, -1.0], [-0.4, 0.8, 0.3], [-0.8, -0.2, 0.6], [0.6, 0.8, -0.1], [-0.7, 0.5, 0.3], [0.1, -0.4, -0.9], [-0.9, 0.0, 0.5], [-0.2, 0.6, 0.7], [-0.4, -0.8, 0.8], [-0.3, 0.0, 0.0], [0.1, 0.3, 0.1], [-0.6, -0.5, -0.2], [-0.7, -0.5, -0.3], [0.2, 0.0, -0.8], [-0.5, -0.8, -0.3], [0.0, 0.6, 0.0], [0.0, -0.1, 0.0], [0.0, -0.1, 0.2], [-0.1, -0.1, 0.1], [0.0, 0.1, -0.1], [0.0, 0.1, 0.0], [0.0, 0.1, 0.0], [0.0, 0.0, -0.1], [0.1, 0.0, -0.1], [-0.1, 0.0, -0.1], [0.1, 0.1, 0.0], [0.3, 0.0, 0.0], [0.2, -0.1, 0.1], [-0.1, 0.0, 0.1], [0.0, 0.1, 0.1], [-0.1, -0.1, -0.1], [-0.4, 0.0, -0.6], [0.0, 0.0, 0.0], [-0.1, -0.1, 0.0], [0.0, -0.3, 0.2], [0.4, -0.1, 0.6], [0.1, 0.1, -0.1], [0.1, 0.0, -0.1], [-0.1, 0.1, 0.0], [0.0, 0.1, 0.0], [0.0, 0.0, -0.1], [0.0, -0.1, 0.2], [-0.1, -0.1, 0.1], [0.0, 0.1, -0.1], [0.0, 0.1, 0.0], [0.0, 0.1, 0.0], [0.0, 0.0, -0.1], [0.1, 0.0, -0.1]],
  "spin_multiplicity": 1,
  "charge": 1,
  "homo_ev": -10.53,
  "homo_lumo_gap_ev": 7.90
}



{
  "formula": "C3H4CoLiO3",
  "method": "ωB97M-V/def2-TZVPD",
  "species": ["O", "C", "C", "H", "H", "H", "H", "Co", "O", "C", "O", "Li"],
  "positions_angstrom": [[-0.836634, 1.387104, -0.867913], [-1.518726, 0.773700, 0.023533], [-1.975190, -0.515942, -0.395424], [0.929664, 0.091679, 1.358148], [-2.212612, 1.369893, 0.637411], [-1.429798, -0.962114, -1.230302], [-2.736135, -1.024593, 0.194606], [0.924548, 1.649150, -1.202644], [2.131301, 0.898535, -0.089042], [2.054065, 0.053273, 0.842648], [2.564806, -1.063837, 0.821016], [2.104715, -2.656843, -0.092039]],
  "forces_ev_per_angstrom": [[-0.5, 0.3, 1.2], [-2.7, -0.2, -2.8], [1.1, 0.0, 1.4], [2.9, 0.5, 0.3], [0.9, 0.0, 0.6], [-0.6, -0.1, 0.1], [0.0, 0.0, -0.4], [1.1, 0.7, -0.2], [1.6, 1.5, -0.8], [-5.0, -3.2, -0.1], [0.5, 0.6, 0.3], [0.6, 0.0, 0.5]],
  "spin_multiplicity": 5,
  "charge": 2,
  "s2": 6.015,
  "homo_ev": [-18.80, -18.85],
  "homo_lumo_gap_ev": [9.83, 7.48],
  "e_above_lowest_kcal_mol": 15.54
}



{
  "formula": "C3H7NO",
  "method": "ωB97M-V/def2-TZVPD",
  "species": ["N", "C", "O", "H", "H", "H", "C", "C", "H", "H", "H", "H"],
  "positions_angstrom": [[0.195041, -0.258298, -1.646076], [0.692356, 0.990638, -1.734131], [0.905020, 1.577059, -2.763109], [-0.014022, -0.672212, -0.751171], [-0.046883, -0.752572, -2.486253], [0.894733, 1.425268, -0.736734], [-1.006494, -0.187123, 1.420198], [0.134700, -0.584890, 1.943240], [-1.693764, -0.865671, 0.943804], [-1.327709, 0.840428, 1.473218], [0.457918, -1.609626, 1.902268], [0.809104, 0.097000, 2.434745]],
  "forces_ev_per_angstrom": [[-0.2, -0.4, 0.1], [0.0, 0.0, 0.5], [0.1, 0.3, -0.4], [0.1, 0.1, -0.1], [0.0, 0.0, -0.1], [0.0, 0.0, -0.1], [-0.3, 0.2, 0.1], [0.3, 0.0, 0.1], [-0.1, -0.2, -0.1], [0.0, 0.2, 0.0], [0.0, -0.3, 0.0], [0.1, 0.2, 0.1]],
  "spin_multiplicity": 1,
  "smiles": "NC=O.C=C",
  "homo_ev": -9.88,
  "homo_lumo_gap_ev": 10.86,
  "e_above_lowest_kcal_mol": 30.39
}